C8H22CrN2O10S2 | ωB97M-V/def2-TZVPD

⟨S²⟩: 6.010
Lowest unoccupied orbital energy (spin up / spin down) in eV: 4.172 / 4.155
Spin multiplicity: 5
Kohn-Sham gap (spin up / spin down) in Eh: 0.1146 / 0.2038
Strongest force on any atom in eV/Å: 5.66
Total charge: -2
Relative energy (zero: lowest compared OMol25 entry of this formula, charge and spin) in kJ/mol: 121.8

Element x y z (Å)
Cr  -10.78165  -7.36348  22.56583
S  -10.72456  -9.18652  24.54959
S  -8.75973  -5.65944  22.72026
O  -10.21205  -5.45948  22.66346
O  -11.94605  -9.43042  25.31945
O  -8.76704  -7.06030  22.40947
O  -14.81350  -8.53134  21.57432
O  -10.98268  -9.43399  23.14282
O  -9.65787  -10.01058  25.01792
O  -10.46580  -7.72731  24.56146
O  -7.95554  -4.86412  21.81909
O  -8.19986  -5.51524  24.05705
O  -11.81535  -9.49951  18.35087
N  -10.75271  -8.23147  20.50162
N  -12.87066  -7.16372  22.97117
C  -14.42227  -7.25268  21.14621
C  -9.88255  -6.37839  19.15344
C  -13.39833  -4.99426  21.96374
C  -10.97744  -7.41514  19.28709
C  -14.87463  -9.50154  20.54896
C  -10.97742  -8.39010  18.02732
C  -11.66125  -10.64342  17.61090
C  -13.93647  -6.45714  22.38562
H  -12.52079  -5.07742  21.32257
H  -13.15957  -8.12674  23.06719
H  -11.96131  -6.94678  19.31425
H  -10.68275  -11.11103  17.50144
H  -13.94942  -9.70612  20.01023
H  -9.81101  -8.59454  20.53997
H  -8.81843  -6.58793  19.26227
H  -14.82679  -6.36326  23.00742
H  -14.13630  -4.31218  21.54154
H  -13.00539  -4.36524  22.76251
H  -15.20386  -10.44086  20.99326
H  -13.61084  -7.33249  20.42280
H  -11.42443  -7.82950  17.20633
H  -15.72410  -9.27021  19.90632
H  -10.08759  -5.85701  18.21845
H  -11.95472  -10.49988  16.57101
H  -15.22418  -6.71136  20.64420
H  -11.28589  -9.07119  20.32642
H  -13.06421  -6.90998  23.92943
H  -9.93161  -5.61496  19.92989
H  -12.29998  -11.45980  17.94801
H  -9.98552  -8.78388  17.80557

***

C8H22CsN2O2 | ωB97M-V/def2-TZVPD

Lowest unoccupied orbital energy in eV: -2.882
Kohn-Sham gap in Eh: 0.3311
Strongest force on any atom in eV/Å: 1.55
Total charge: +1
Relative energy (zero: lowest compared OMol25 entry of this formula, charge and spin) in kJ/mol: 0.0

Element x y z (Å)
Cs  -1.01333  0.08147  1.43244
O  0.56280  -2.02993  2.83661
O  -0.37198  2.38463  -0.32305
N  -0.67188  -2.99140  0.31589
N  0.73469  2.92126  -2.76685
C  1.81789  -2.95232  0.22302
C  -1.18478  2.11459  -1.49471
C  0.65446  -3.37757  2.40074
C  0.89749  -1.95251  4.20503
C  -0.72651  3.01814  -2.63412
C  0.56448  -3.54334  0.86851
C  -1.43995  2.57909  -3.92423
C  -0.61280  3.61613  0.36389
H  1.96108  -1.89261  0.42669
H  -2.22692  2.35592  -1.25331
H  1.91789  -2.26943  4.44127
H  0.67375  -4.63325  0.79191
H  0.22026  -2.58181  4.79546
H  0.01164  4.38142  -0.10467
H  1.09575  3.02151  -1.82093
H  2.68125  -3.49656  0.61120
H  1.83921  -3.16373  -0.84822
H  -1.39240  -3.70020  0.44074
H  1.65019  -3.76135  2.64762
H  -1.01184  4.05313  -2.40221
H  0.77878  -0.92078  4.53775
H  -0.10880  -3.97675  2.91036
H  -2.50621  2.75479  -3.78612
H  -1.17209  1.05160  -1.76130
H  -1.65355  3.94143  0.32449
H  -0.55573  -2.93044  -0.69436
H  -0.27483  3.54425  1.39714
H  1.11766  3.67461  -3.32332
H  -1.02658  3.15710  -4.74708
H  -1.22908  1.52288  -4.08630

***

C8H22F3LiNO5P3S2 | ωB97M-V/def2-TZVPD

Lowest unoccupied orbital energy in eV: -1.669
Kohn-Sham gap in Eh: 0.2142
Strongest force on any atom in eV/Å: 3.31

Element x y z (Å)
S  -3.24985  0.89163  -0.93036
S  -0.65983  -3.55892  -0.59594
P  -1.29362  -0.17205  -0.48527
P  -1.82847  -0.63156  1.67969
P  -1.96709  -2.21224  -1.22102
F  -5.16697  1.07337  -2.62729
F  -3.66406  -0.21156  -3.32557
F  -5.09217  -0.87447  -1.81504
O  3.30032  -1.11837  1.53209
O  -4.01977  1.25777  0.24121
O  -1.77352  0.70108  2.66237
O  -0.61298  -1.61000  2.26042
O  -2.83393  2.12723  -1.56784
N  -3.21342  -1.30641  1.95906
C  4.00445  -2.07473  0.77062
C  -0.50420  1.43017  0.10190
C  0.42038  2.18578  -0.86468
C  1.52650  1.36544  -1.56724
C  2.34747  0.46218  -0.64799
C  2.65997  1.04201  0.71646
C  -4.33635  0.10975  -2.24547
C  3.79949  0.21948  1.37397
Li  1.17474  0.34668  2.79522
H  2.20100  2.09368  -2.03724
H  3.30922  0.27688  -1.14427
H  -3.23769  -2.64582  -0.78245
H  -1.21083  2.16217  0.50483
H  4.63588  0.17456  0.67419
H  -0.01889  -0.80407  -0.25822
H  -2.71545  0.90837  2.80102
H  1.91948  -0.53043  -0.49724
H  0.89004  2.98957  -0.27939
H  3.83412  -1.97719  -0.30846
H  1.11542  0.80124  -2.40635
H  1.79751  0.93201  1.38901
H  -0.15355  2.69347  -1.64445
H  -3.71158  -1.38493  1.07574
H  -1.92130  -2.26354  -2.63725
H  0.12794  1.13119  0.95712
H  -0.82402  -1.68086  3.21101
H  3.70959  -3.09105  1.03336
H  3.00827  2.07993  0.71181
H  5.09115  -2.02350  0.92742
H  -0.93195  0.12137  -1.85855
H  4.06854  0.59467  2.36906

***

C8H22FIO3P2 | ωB97M-V/def2-TZVPD

Lowest unoccupied orbital energy in eV: 0.304
SMILES string: CCP(C)[PH](O)(I)C[C@@H](C)F.OCCO
Kohn-Sham gap in Eh: 0.2928
Strongest force on any atom in eV/Å: 1.71

Element x y z (Å)
I  -1.16225  -1.46638  -3.00093
P  0.75645  -0.96659  -1.29250
P  2.61089  -0.62438  -0.08564
F  0.17664  -2.33121  1.04936
O  -2.74710  2.79653  0.69584
O  -1.04354  2.90329  -1.51792
O  1.34866  0.06198  -2.41956
C  -0.63460  -1.20550  1.16407
C  3.13113  -3.38610  -0.23628
C  -3.19206  3.34742  -0.54961
C  3.05592  -2.22558  0.73417
C  2.22147  0.41324  1.39115
C  -2.05372  -1.67769  1.30877
C  -0.47426  -0.30846  -0.07051
C  -2.01578  3.91653  -1.31140
H  -2.24474  -2.37441  0.50937
H  -2.49396  3.52810  1.27089
H  -3.63143  2.52103  -1.10545
H  -3.95863  4.10810  -0.37665
H  -2.74506  -0.85197  1.25988
H  3.52413  -3.09245  -1.19608
H  4.05231  -2.04042  1.11163
H  2.43971  -2.44250  1.59597
H  -1.42870  -0.30596  -0.55818
H  1.04648  -2.32147  -1.46215
H  0.72778  0.81041  -2.50049
H  -0.27927  0.71942  0.19108
H  1.76086  1.34240  1.09337
H  -2.13582  -2.20164  2.24641
H  1.65093  -0.10535  2.14850
H  3.17426  0.66216  1.83159
H  3.70465  -4.19483  0.18254
H  2.14092  -3.78673  -0.40336
H  -0.35539  -0.63300  2.03608
H  -2.32533  4.29399  -2.28517
H  -1.56010  4.73873  -0.74322
H  -1.04145  2.37929  -0.70555

***

C8H22MoO3P2 | ωB97M-V/def2-TZVPD

⟨S²⟩: 2.048
Lowest unoccupied orbital energy (spin up / spin down) in eV: -10.469 / -11.034
Spin multiplicity: 3
Kohn-Sham gap (spin up / spin down) in Eh: 0.2626 / 0.2391
Strongest force on any atom in eV/Å: 5.65
Total charge: +2

Element x y z (Å)
Mo  -0.16199  -0.00154  -0.06238
P  0.45277  -0.00166  -2.31906
P  -1.07625  -0.51163  2.05020
O  0.08860  3.06499  0.38779
O  0.97058  0.86778  1.81051
O  2.49592  1.77471  3.03858
C  0.07384  1.93455  0.24136
C  -2.59402  -1.50961  1.83418
C  1.93597  -0.93290  -2.87869
C  2.16111  1.37196  1.98388
C  -0.89419  -0.76464  -3.31380
C  -0.11414  -1.48436  3.27763
C  -1.66464  0.92535  3.04408
C  0.67391  1.63710  -3.13337
H  -1.82136  -0.19550  -3.15534
H  2.83834  -0.47219  -2.44889
H  0.83302  1.53209  -4.22095
H  -0.80516  1.55453  3.32629
H  0.22459  -2.41758  2.80285
H  -0.64032  -0.77553  -4.38725
H  -2.32864  -2.44402  1.31851
H  -3.29837  -0.95436  1.19909
H  -0.22041  2.25096  -2.95088
H  1.53771  2.15048  -2.68478
H  2.01879  -0.93910  -3.97942
H  -3.06169  -1.73444  2.80672
H  1.86401  -1.96694  -2.50916
H  2.85789  1.42197  1.07336
H  -1.05536  -1.79191  -2.95538
H  -0.72694  -1.72596  4.16521
H  -2.34339  1.53068  2.42556
H  0.77134  -0.91125  3.59401
H  -2.19238  0.59329  3.95456
H  1.51740  -0.21873  -0.08427
H  1.18735  -0.33857  0.84623
H  -1.56719  0.09458  -0.52556

***

C8H22N3O4 | ωB97M-V/def2-TZVPD

Lowest unoccupied orbital energy (spin up / spin down) in eV: -3.745 / -3.746
Kohn-Sham gap (spin up / spin down) in Eh: 0.2282 / 0.2281
Strongest force on any atom in eV/Å: 4.28
Total charge: +1
Relative energy (zero: lowest compared OMol25 entry of this formula, charge and spin) in kJ/mol: 348.3

Element x y z (Å)
O  1.53007  -0.89401  -3.27740
O  2.73342  0.42298  -0.15121
O  0.95168  1.16651  -2.32349
O  3.09531  0.53503  -2.99743
N  -0.36268  1.53837  0.30437
N  1.88953  -1.68899  -0.73382
N  -0.53934  0.04379  2.19390
C  0.56208  0.28274  3.02913
C  -1.59218  2.33678  0.39336
C  -1.80741  -0.53973  0.33815
C  1.60034  -2.26998  0.49858
C  -0.49817  -0.04571  0.77661
C  1.91683  0.06955  -2.42099
C  -1.96351  -0.44442  -1.26306
C  2.06146  -0.39059  -0.99562
H  1.43881  -2.09287  -1.51597
H  -2.25628  2.07148  -0.43003
H  2.09835  -0.70989  -4.06363
H  0.28492  1.89645  1.02737
H  -1.42550  0.11589  2.49654
H  1.43789  -3.35248  0.42080
H  1.14870  1.29032  2.98247
H  0.48003  1.13308  -3.20681
H  0.62221  -1.95348  0.95056
H  -2.93536  -1.02385  -1.46600
H  -1.24704  3.40112  0.50426
H  -1.67008  -1.58259  0.55309
H  3.27459  0.04378  0.60244
H  2.42777  -1.96913  1.09031
H  -2.67117  0.05598  0.72791
H  1.45420  -0.40568  2.76920
H  0.15910  0.16492  4.02881
H  -2.05732  0.56874  -1.74902
H  0.19682  1.70488  -0.58259
H  3.46382  1.39494  -2.70797
H  -1.27287  -1.06340  -1.76291
H  -2.28997  2.06268  1.27067

***

C8H23LiNO4 | ωB97M-V/def2-TZVPD

Lowest unoccupied orbital energy in eV: -2.420
Kohn-Sham gap in Eh: 0.3827
Strongest force on any atom in eV/Å: 13.56
Total charge: +1
Relative energy (zero: lowest compared OMol25 entry of this formula, charge and spin) in kJ/mol: 213.1

Element x y z (Å)
O  1.10046  1.82041  -0.68965
O  0.05046  -0.05459  2.66535
O  -2.17354  1.38441  0.43635
O  2.26246  -2.83459  0.04535
N  -0.74854  -0.81259  -0.54765
C  -2.79854  2.70141  0.12535
C  0.49646  2.46241  -1.78765
C  3.65046  -3.04359  -0.64165
C  1.30146  0.70541  2.78635
C  -2.10454  -0.98559  -0.22465
C  -2.82754  0.36141  -0.46265
C  0.03546  -2.02659  -0.15065
C  1.53346  -1.69159  -0.48565
Li  -0.38754  0.94141  0.56235
H  -2.48654  3.49341  0.71735
H  1.47046  -1.53459  -1.61765
H  1.30246  1.47341  2.31835
H  4.30946  -2.24359  -0.65565
H  -2.97854  3.13141  -0.80165
H  -2.72354  -1.63059  -0.71065
H  2.05646  1.76041  -0.75465
H  -0.14754  -0.52259  3.42935
H  -0.54354  -2.76859  -0.80265
H  -0.05154  -2.22159  1.08635
H  -2.18454  -0.88559  0.80135
H  -3.75054  2.77741  0.37235
H  -0.60154  -1.02359  -1.54165
H  -2.69454  0.69341  -1.44065
H  0.23246  1.57241  -2.32065
H  1.00846  2.96741  -2.36365
H  1.29046  1.24041  3.81635
H  -3.97554  0.18741  -0.22765
H  -0.53254  2.86141  -1.67065
H  2.13946  -0.05459  2.69535
H  3.36946  -3.35259  -1.71265
H  4.20946  -3.97759  -0.28865
H  1.89146  -0.87059  0.04135

***

C8H24B2O28 | ωB97M-V/def2-TZVPD

Lowest unoccupied orbital energy in eV: 3.026
Kohn-Sham gap in Eh: 0.3052
Strongest force on any atom in eV/Å: 6.72
Total charge: -2
Relative energy (zero: lowest compared OMol25 entry of this formula, charge and spin) in kJ/mol: 384.2

Element x y z (Å)
O  -3.41078  3.51900  2.33753
O  -1.65114  -5.19941  5.44083
O  -4.85150  -0.95833  5.71219
O  0.85829  0.33542  1.31038
O  -2.59469  -2.87389  -6.69311
O  1.27652  1.07455  3.41295
O  5.34739  3.63298  3.26060
O  -0.26885  -1.22457  4.22636
O  4.35186  0.42897  8.66679
O  1.28587  5.68088  -2.45556
O  0.90256  -2.34188  -2.19960
O  0.93481  -1.57748  -0.06141
O  3.50308  3.19383  -3.31607
O  0.08118  -0.13666  9.30202
O  -6.20303  -0.81983  -4.63366
O  4.44417  -2.53883  0.64626
O  1.28118  3.51912  -3.25223
O  2.80530  -1.02858  -6.48224
O  -2.60118  4.77755  -4.87788
O  -0.70622  4.22255  -1.93519
O  1.90992  -4.66948  -7.90914
O  -0.92203  -0.16365  -0.09805
O  3.51144  6.05939  -2.38838
O  -1.92765  -5.68648  1.57863
O  -3.07102  4.19506  -1.83891
O  -0.41363  -1.47445  1.98777
O  -0.42177  4.95474  -4.24826
O  -1.53009  -0.70331  -2.22802
C  0.43644  -1.69614  -1.25932
C  -0.76283  -0.73419  -1.26825
C  -1.96573  4.31565  -2.41073
C  0.02272  -0.87499  3.02669
C  0.85687  0.26254  2.59573
C  -1.78067  4.72126  -3.94649
C  2.49517  3.88268  -3.13854
C  2.53388  5.34284  -2.57746
B  0.07538  -0.77968  0.76495
B  0.32456  4.62795  -2.97725
H  -2.62897  -1.96405  -6.98848
H  -3.97412  4.25977  2.11359
H  -1.66944  -3.11138  -6.75431
H  -0.50521  -0.88762  9.21013
H  2.17536  -5.29740  -8.58108
H  -1.65213  -4.85390  1.19505
H  -2.97002  3.29622  1.51757
H  3.55400  0.78968  8.28008
H  0.48856  -0.04350  8.44085
H  5.72124  2.77324  3.06743
H  4.52860  3.65541  2.76533
H  4.02274  -3.28825  1.06697
H  -5.09201  -0.17996  5.20966
H  -2.78916  -5.85342  1.19632
H  3.72428  -2.05427  0.24229
H  -1.04469  -4.46774  5.55539
H  -5.42945  -1.19532  -4.21317
H  4.30119  0.67132  9.59141
H  -1.54543  -5.45762  4.52519
H  2.19730  -0.96612  -5.74558
H  2.83176  -1.96188  -6.69311
H  -3.89441  -0.96575  5.69975
H  -6.05578  -0.95324  -5.57000
H  1.55002  -5.20907  -7.20520